[1]
Entry from the Open Molecules 2025 dataset: a cluster of 6 separate species, C35H62BINO26S5 in total (ωB97M-V/def2-TZVPD).

Orbital gap (eV): 5.123
LUMO level (eV): 1.317

The geometry in ORCA input format:
```
! wB97M-V def2-TZVPD RIJCOSX def2/J DEFGRID3
* xyz -1 1
C -0.641 0.976 3.092
C -0.844 -0.574 3.454
C -1.046 -1.530 2.140
N -0.795 -0.771 0.880
C -0.647 -1.644 -0.314
C -1.646 -1.066 -1.423
C -1.376 0.462 -1.869
C -1.079 0.465 -3.454
C -0.110 1.661 -3.940
C 0.466 1.200 -5.395
C 1.658 2.130 -5.925
O 2.406 1.321 -6.899
C 3.743 1.829 -7.072
O -1.138 -3.005 -0.065
B -0.518 -3.975 -0.985
C -0.179 -5.498 -0.491
C 0.249 -6.347 -1.816
C 0.994 -7.730 -1.449
O -0.928 -6.608 -2.637
O 0.504 -3.166 -1.679
C 0.877 -2.082 -0.775
C 1.834 -0.981 -1.414
C 3.048 -1.617 -2.300
C 3.352 -0.662 -3.591
I 3.587 -1.800 -5.430
O 1.313 -2.837 0.414
C 2.570 -2.411 0.907
O 2.640 -1.417 1.669
C 3.888 -3.239 0.519
C 5.293 -2.928 1.104
C 6.464 -3.818 0.568
C 6.277 -4.940 -0.487
C 4.860 -5.257 -1.066
C 3.691 -4.386 -0.538
H -0.469 1.653 3.994
H 0.268 1.106 2.393
H -1.558 1.371 2.523
H -1.697 -0.670 4.205
H 0.122 -0.904 4.001
H -0.366 -2.424 2.307
H -2.172 -1.803 2.153
H -1.616 -0.141 0.792
H -2.700 -1.078 -0.942
H -1.732 -1.687 -2.373
H -0.443 0.876 -1.325
H -2.262 1.152 -1.631
H -2.080 0.461 -4.036
H -0.553 -0.516 -3.775
H -0.788 2.567 -4.176
H 0.729 1.905 -3.207
H 0.897 0.134 -5.280
H -0.387 1.108 -6.163
H 2.303 2.486 -5.053
H 1.190 2.984 -6.535
H 4.109 2.473 -6.196
H 3.867 2.478 -8.025
H 4.523 0.984 -7.186
H -1.344 -4.143 -1.856
H 0.702 -5.508 0.246
H -1.082 -5.981 0.038
H 0.941 -5.652 -2.429
H 1.964 -7.779 -2.066
H 1.207 -7.848 -0.327
H 0.337 -8.607 -1.817
H -0.634 -6.443 -3.565
H 2.210 -0.188 -0.669
H 1.205 -0.386 -2.182
H 2.734 -2.622 -2.734
H 4.037 -1.648 -1.720
H 2.585 0.170 -3.724
H 4.362 -0.132 -3.401
H 5.419 -2.081 1.851
H 7.505 -3.586 0.959
H 7.148 -5.559 -0.889
H 4.638 -6.069 -1.830
H 2.630 -4.561 -0.948
C 2.529 -6.975 3.774
C 1.105 -6.524 3.488
O 0.679 -7.323 2.385
S 1.390 -8.776 2.476
O 0.470 -9.690 3.088
O 2.036 -9.044 1.226
O 2.525 -8.390 3.571
H 3.234 -6.531 3.065
H 2.840 -6.737 4.792
H 1.046 -5.465 3.241
H 0.447 -6.736 4.333
C -0.356 6.069 -2.145
C -1.784 6.560 -2.315
O -2.059 6.422 -3.712
S -1.240 5.145 -4.287
O -2.131 4.024 -4.320
O -0.481 5.569 -5.424
O -0.231 4.956 -3.031
H 0.365 6.832 -2.452
H -0.145 5.764 -1.119
H -1.908 7.594 -2.000
H -2.486 5.927 -1.769
C -1.735 -5.741 7.724
C -0.745 -4.964 8.579
O 0.141 -4.344 7.647
S -0.678 -3.995 6.289
O -1.078 -2.622 6.346
O 0.032 -4.553 5.178
O -1.981 -4.915 6.586
H -1.301 -6.682 7.375
H -2.666 -5.946 8.254
H -0.193 -5.607 9.265
H -1.247 -4.174 9.145
C -5.606 6.333 1.577
C -4.637 5.454 2.352
O -3.349 5.769 1.822
S -3.328 7.327 1.372
O -2.734 8.093 2.428
O -2.879 7.398 0.013
O -4.929 7.579 1.402
H -5.814 5.916 0.588
H -6.545 6.481 2.111
H -4.853 4.392 2.234
H -4.636 5.709 3.416
C -2.947 12.808 1.869
C -3.203 11.327 1.636
O -4.434 11.273 0.914
S -4.554 12.589 -0.027
O -4.126 12.238 -1.348
O -5.809 13.223 0.239
O -3.375 13.458 0.672
H -3.552 13.187 2.698
H -1.895 13.019 2.062
H -3.278 10.766 2.567
H -2.424 10.885 1.008
*
```

Atomic partial charges in e from the Löwdin method, atoms 1 to 6: atom 1 (C): -0.162, atom 2 (C): -0.228, atom 3 (C): -0.188, atom 4 (N): 0.011, atom 5 (C): -0.335, atom 6 (C): -0.090

***

[2]
Entry from the Open Molecules 2025 dataset: a cluster of 2 separate species, C5H8O2 in total (ωB97M-V/def2-TZVPD).

Energy relative to the best compared isomer or geometry (same formula, charge and spin) (kcal/mol): 167.6
Orbital gap (spin up / spin down) (eV): 7.704 / 7.627
LUMO level (spin up / spin down) (eV): 0.831 / 0.649

The geometry in ORCA input format:
```
! wB97M-V def2-TZVPD RIJCOSX def2/J DEFGRID3
* xyz 0 1
C -0.588 -0.319 1.536
C 0.117 -1.125 0.827
C 0.280 0.330 0.471
C 0.400 -2.527 0.509
C -0.590 1.528 -1.750
O 1.481 1.059 0.531
O -0.079 2.757 -1.667
H -1.263 0.112 2.165
H 1.056 -2.787 -0.387
H -0.576 -3.001 0.348
H 0.850 -3.010 1.336
H -1.638 1.353 -1.623
H -0.263 0.817 -2.598
H 1.364 1.691 1.285
H -0.550 3.122 -0.983
*
```

Atomic partial charges in e from the natural (NBO) method, atoms 1 to 6: atom 1 (C): -0.258, atom 2 (C): 0.032, atom 3 (C): 0.189, atom 4 (C): -0.667, atom 5 (C): -0.082, atom 6 (O): -0.713

***

[3]
Entry from the Open Molecules 2025 dataset: an isolated molecule of C2H3ClN2 (ωB97M-V/def2-TZVPD).

Energy relative to the best compared isomer or geometry (same formula, charge and spin) (kcal/mol): 97.4
Orbital gap (spin up / spin down) (eV): 6.677 / 7.598
LUMO level (spin up / spin down) (eV): 0.367 / -3.116
<S²>: 2.011

The geometry in ORCA input format:
```
! wB97M-V def2-TZVPD RIJCOSX def2/J DEFGRID3
* xyz 0 3
C -0.300 0.494 -0.518
C 1.223 -0.183 0.272
N -1.225 1.327 -0.601
N -1.558 -0.117 -0.803
Cl -2.379 -0.749 0.649
H 0.810 -0.906 0.832
H 1.702 0.754 0.717
H 1.726 -0.621 -0.548
*
```

Atomic partial charges in e from the natural (NBO) method, atoms 1 to 6: atom 1 (C): 0.222, atom 2 (C): -0.561, atom 3 (N): -0.220, atom 4 (N): -0.187, atom 5 (Cl): 0.081, atom 6 (H): 0.208

***

[4]
Entry from the Open Molecules 2025 dataset: a structure of composition C28H28ClN5O2RuS4 (ωB97M-V/def2-TZVPD).

Energy relative to the best compared isomer or geometry (same formula, charge and spin) (kcal/mol): 11.3
Orbital gap (spin up / spin down) (eV): 6.867 / 5.402
LUMO level (spin up / spin down) (eV): -2.705 / -5.766
<S²>: 8.805

The geometry in ORCA input format:
```
! wB97M-V def2-TZVPD RIJCOSX def2/J DEFGRID3
* xyz 1 6
Ru 1.592 -1.566 1.229
C 4.112 -3.500 5.573
S 4.854 -2.076 4.728
C 3.827 -1.939 3.322
S 2.124 -1.996 3.468
N 4.430 -1.753 2.144
N 3.607 -1.581 1.161
C 4.170 -1.469 -0.137
C 3.262 -1.294 -1.160
C 3.629 -1.197 -2.520
C 2.652 -1.082 -3.477
C 1.312 -1.060 -3.089
C 0.999 -1.161 -1.744
N 1.924 -1.252 -0.798
H 4.623 -3.570 6.531
H 4.284 -4.407 4.999
H 3.051 -3.350 5.753
H 5.238 -1.551 -0.264
H 4.677 -1.230 -2.782
H 2.919 -1.021 -4.523
H 0.516 -0.991 -3.816
H -0.027 -1.178 -1.405
S -0.686 -1.576 1.449
C -1.088 0.133 1.297
N -2.354 0.467 0.992
C -2.643 1.863 0.667
C -1.867 2.747 1.608
N -0.448 2.423 1.508
C 0.482 3.553 1.361
C 0.243 4.253 0.045
C 0.507 3.576 -1.144
C 0.268 4.189 -2.364
C -0.235 5.486 -2.403
C -0.494 6.164 -1.223
C -0.257 5.546 0.000
C -0.095 1.130 1.446
S 1.600 0.712 1.600
C -3.477 -0.473 0.845
C -4.003 -0.471 -0.569
C -5.243 0.077 -0.864
C -5.717 0.076 -2.170
C -4.950 -0.474 -3.185
C -3.709 -1.031 -2.894
C -3.240 -1.030 -1.590
H -3.713 2.029 0.768
H -2.365 2.066 -0.371
H -2.198 2.597 2.640
H -2.007 3.792 1.342
H 1.497 3.173 1.418
H 0.333 4.233 2.201
H 0.908 2.568 -1.112
H 0.481 3.663 -3.285
H -0.418 5.966 -3.355
H -0.880 7.175 -1.250
H -0.454 6.080 0.924
H -4.257 -0.163 1.543
H -3.148 -1.467 1.132
H -5.849 0.500 -0.070
H -6.688 0.499 -2.392
H -5.321 -0.482 -4.201
H -3.119 -1.480 -3.682
H -2.286 -1.492 -1.355
Cl -0.199 -6.342 0.812
C 1.428 -5.806 0.297
C 1.375 -4.328 -0.024
O 1.164 -3.938 -1.153
O 1.543 -3.583 1.047
H 1.694 -6.361 -0.595
H 2.110 -6.014 1.114
*
```

Atomic partial charges in e from the Löwdin method, atoms 1 to 6: atom 1 (Ru): 0.839, atom 2 (C): -0.384, atom 3 (S): 0.876, atom 4 (C): -1.036, atom 5 (S): 0.691, atom 6 (N): -0.021

***

[5]
Entry from the Open Molecules 2025 dataset: a structure of composition C38H47BiN9O4S2Si (ωB97M-V/def2-TZVPD).

Energy relative to the best compared isomer or geometry (same formula, charge and spin) (kcal/mol): 10.1
Orbital gap (eV): 7.422
LUMO level (eV): 2.444

The geometry in ORCA input format:
```
! wB97M-V def2-TZVPD RIJCOSX def2/J DEFGRID3
* xyz -1 1
Bi 0.170 0.882 0.272
C 3.059 3.926 5.329
C 2.425 4.527 4.084
N 1.126 3.963 3.759
C 0.992 2.777 3.076
S -0.597 2.446 2.474
N 2.081 2.048 3.000
N 1.942 0.907 2.232
C 2.761 -0.044 2.484
C 3.777 -0.009 3.585
C 2.700 -1.261 1.627
C 3.437 -2.402 1.937
C 3.352 -3.501 1.098
C 2.563 -3.423 -0.036
C 1.873 -2.244 -0.272
N 1.928 -1.203 0.546
H 4.007 4.426 5.540
H 3.244 2.864 5.198
H 2.403 4.057 6.191
H 3.104 4.443 3.228
H 2.258 5.593 4.261
H 0.386 4.608 3.541
H 3.834 0.988 4.008
H 4.757 -0.309 3.212
H 3.499 -0.707 4.380
H 4.062 -2.435 2.817
H 3.906 -4.404 1.323
H 2.474 -4.249 -0.729
H 1.264 -2.118 -1.158
O -4.538 2.323 -2.977
C -5.047 1.360 -2.188
C -6.278 0.807 -2.548
C -6.852 -0.183 -1.776
C -6.213 -0.647 -0.629
C -4.991 -0.102 -0.277
C -4.392 0.901 -1.036
C -3.057 1.417 -0.600
O -2.501 0.929 0.397
N -2.569 2.417 -1.359
N -1.313 2.736 -0.966
C -0.830 3.848 -1.358
C 0.514 4.257 -0.937
C 1.012 5.503 -1.315
C 2.276 5.875 -0.892
C 3.010 4.989 -0.120
C 2.443 3.762 0.192
N 1.223 3.408 -0.191
H -3.675 2.594 -2.560
H -6.758 1.176 -3.445
H -7.808 -0.601 -2.072
H -6.660 -1.426 -0.026
H -4.450 -0.442 0.598
H -1.419 4.529 -1.971
H 0.408 6.158 -1.929
H 2.684 6.839 -1.167
H 4.008 5.226 0.222
H 2.987 3.027 0.775
C -2.083 -3.865 3.981
C -2.969 -3.002 3.095
N -2.666 -3.150 1.679
C -3.406 -4.194 0.975
C -4.641 -3.664 0.266
C -1.756 -2.374 1.032
S -0.852 -1.272 1.975
N -1.683 -2.655 -0.285
C -1.198 -1.889 -1.248
O -0.865 -0.683 -1.244
C -1.058 -2.591 -2.579
C -0.268 -1.998 -3.559
C -0.087 -2.625 -4.783
C -0.712 -3.837 -5.044
C -1.514 -4.424 -4.073
C -1.680 -3.807 -2.842
H -2.381 -3.772 5.028
H -1.044 -3.554 3.887
H -2.159 -4.918 3.700
H -2.877 -1.951 3.365
H -4.019 -3.281 3.223
H -3.681 -4.940 1.725
H -2.737 -4.671 0.262
H -5.328 -3.190 0.970
H -5.176 -4.476 -0.234
H -4.357 -2.924 -0.481
H 0.199 -1.047 -3.341
H 0.542 -2.163 -5.535
H -0.576 -4.322 -6.003
H -2.010 -5.365 -4.277
H -2.295 -4.252 -2.073
C 4.597 0.010 -1.163
Si 3.160 0.766 -2.127
C 2.891 -0.318 -3.642
C 3.810 2.421 -2.764
O 1.832 0.914 -1.253
H 5.514 0.067 -1.760
H 4.425 -1.039 -0.910
H 4.773 0.555 -0.230
H 3.816 -0.436 -4.214
H 2.134 0.113 -4.303
H 2.544 -1.314 -3.352
H 4.531 2.263 -3.573
H 4.314 2.984 -1.975
H 2.998 3.044 -3.149
*
```

Atomic partial charges in e from the Löwdin method, atoms 1 to 6: atom 1 (Bi): 1.711, atom 2 (C): -0.099, atom 3 (C): -0.274, atom 4 (N): -0.044, atom 5 (C): -0.853, atom 6 (S): 0.523

***

[6]
Entry from the Open Molecules 2025 dataset: the ion C24H35N2 with charge +1 (ωB97M-V/def2-TZVPD).

Energy relative to the best compared isomer or geometry (same formula, charge and spin) (kcal/mol): 23.5
Orbital gap (eV): 6.212
Structure (SMILES): C(=C\N1CCCC1)/[C@H](c1ccccc1)[C@H]1CCCCC1=[N+]1CCCCC1
LUMO level (eV): -3.491

The geometry in ORCA input format:
```
! wB97M-V def2-TZVPD RIJCOSX def2/J DEFGRID3
* xyz 1 1
C -2.084 2.779 2.399
C -1.453 1.961 3.517
C -0.757 0.686 3.039
N -1.469 -0.091 2.006
C -1.058 -1.350 1.751
C -2.050 -2.391 1.164
C -1.525 -3.856 1.256
C -0.649 -4.102 2.466
C 0.591 -3.238 2.252
C 0.222 -1.756 2.403
C -2.360 0.607 1.074
C -3.019 1.883 1.598
H -2.668 3.587 2.850
H -1.320 3.240 1.759
H -0.712 2.551 4.070
H -2.233 1.679 4.236
H 0.254 0.944 2.674
H -0.637 0.077 3.950
H -2.874 -2.348 1.908
H -2.390 -4.539 1.252
H -0.965 -4.080 0.337
H -1.194 -3.825 3.376
H -0.382 -5.159 2.547
H 1.378 -3.495 2.966
H 1.000 -3.405 1.244
H 1.065 -1.130 2.044
H 0.179 -1.550 3.493
H -1.795 0.833 0.151
H -3.170 -0.068 0.789
H -3.872 1.600 2.231
H -3.435 2.417 0.735
C -0.702 -2.961 -5.252
C 0.758 -3.321 -4.940
C 0.989 -3.028 -3.452
N -0.281 -2.515 -2.947
C -0.511 -2.245 -1.652
C -1.644 -1.573 -1.207
C -2.574 -2.226 -0.211
C -4.101 -1.838 -0.291
C -4.968 -2.574 0.533
C -6.345 -2.344 0.532
C -6.880 -1.396 -0.353
C -6.023 -0.633 -1.162
C -4.627 -0.863 -1.149
C -1.334 -2.458 -3.942
H -0.770 -2.170 -6.000
H -1.254 -3.829 -5.618
H 0.951 -4.374 -5.153
H 1.438 -2.718 -5.541
H 1.294 -3.939 -2.915
H 1.791 -2.286 -3.307
H 0.282 -2.568 -0.955
H -1.962 -0.651 -1.698
H -2.636 -3.256 -0.644
H -4.554 -3.343 1.193
H -6.982 -2.915 1.204
H -7.959 -1.283 -0.420
H -6.447 0.131 -1.815
H -3.988 -0.256 -1.795
H -1.730 -1.435 -4.035
H -2.189 -3.092 -3.659
*
```

Atomic partial charges in e from the natural (NBO) method, atoms 1 to 6: atom 1 (C): -0.406, atom 2 (C): -0.408, atom 3 (C): -0.230, atom 4 (N): -0.311, atom 5 (C): 0.586, atom 6 (C): -0.314

***

[7]
Entry from the Open Molecules 2025 dataset: a structure of composition C12H18BClHfN2 (ωB97M-V/def2-TZVPD).

Energy relative to the best compared isomer or geometry (same formula, charge and spin) (kcal/mol): 102.6
Orbital gap (eV): 2.693
LUMO level (eV): -17.664

The geometry in ORCA input format:
```
! wB97M-V def2-TZVPD RIJCOSX def2/J DEFGRID3
* xyz 4 1
Hf -18.265 21.457 -17.464
C -28.175 14.384 -10.536
N -26.763 14.419 -10.947
C -26.024 15.484 -10.543
C -24.661 15.546 -10.856
C -24.111 14.486 -11.623
C -24.896 13.439 -12.048
C -26.237 13.404 -11.696
C -22.636 14.497 -11.901
C -22.177 14.518 -13.243
C -20.820 14.614 -13.502
N -19.908 14.543 -12.576
C -20.279 14.443 -11.241
C -21.645 14.456 -10.932
C -18.487 14.628 -12.993
H -28.437 15.190 -9.850
H -28.299 13.460 -9.972
H -28.792 14.368 -11.434
H -26.585 16.256 -10.037
H -24.060 16.395 -10.564
H -24.372 12.736 -12.678
H -26.857 12.546 -11.912
H -22.862 14.602 -14.073
H -20.482 14.742 -14.520
H -19.471 14.226 -10.558
H -21.911 14.413 -9.885
H -17.852 14.455 -12.124
H -18.156 15.585 -13.397
H -18.182 13.924 -13.767
B -19.180 21.119 -20.557
H -19.691 22.037 -20.312
H -18.143 21.259 -20.294
H -19.601 20.477 -19.800
H -19.195 20.833 -21.598
Cl -18.106 17.758 -17.301
*
```

Atomic partial charges in e from the natural (NBO) method, atoms 1 to 6: atom 1 (Hf): 2.208, atom 2 (C): -0.424, atom 3 (N): -0.233, atom 4 (C): 0.113, atom 5 (C): -0.194, atom 6 (C): 0.017